{
  "formula": "C53H52N6O5P2Pd",
  "method": "the ωB97M-V functional and the def2-TZVPD basis",
  "elements": ["Pd", "C", "N", "C", "P", "C", "C", "C", "C", "C", "C", "C", "C", "C", "C", "C", "C", "C", "C", "C", "C", "C", "C", "P", "C", "C", "C", "C", "C", "C", "C", "C", "C", "C", "C", "C", "H", "H", "H", "H", "H", "H", "H", "H", "H", "H", "H", "H", "H", "H", "H", "H", "H", "H", "H", "H", "H", "H", "H", "H", "H", "H", "H", "H", "H", "O", "N", "O", "O", "O", "C", "N", "C", "C", "O", "N", "C", "C", "C", "C", "C", "C", "C", "C", "C", "C", "C", "C", "H", "H", "H", "H", "H", "H", "H", "H", "H", "H", "H", "C", "C", "N", "C", "C", "N", "C", "C", "H", "H", "H", "H", "H", "H", "H", "H", "H", "H", "H", "H"],
  "xyz": [[-0.506242, 0.020839, -0.083596], [-1.835226, -2.905928, 0.860856], [-1.930851, -2.193210, 2.128706], [-0.674193, -1.672346, 2.642658], [-0.396878, 0.107879, 2.136479], [-1.674825, 0.972385, 3.152006], [-2.933199, 1.105672, 2.559697], [-3.979132, 1.719300, 3.228987], [-3.777335, 2.245779, 4.498608], [-2.523643, 2.152751, 5.086257], [-1.481084, 1.519657, 4.419289], [1.117835, 0.515179, 3.094045], [1.880195, -0.389166, 3.828739], [3.084317, -0.001893, 4.406050], [3.549386, 1.295955, 4.256692], [2.807914, 2.205592, 3.511490], [1.614200, 1.811317, 2.929413], [-3.069897, -2.202963, 2.900750], [-4.312627, -2.640744, 2.397253], [-5.450734, -2.636459, 3.185773], [-5.421410, -2.204831, 4.504365], [-4.204840, -1.771204, 5.014518], [-3.057032, -1.768994, 4.244118], [-1.485200, -1.830121, -0.668784], [-0.537392, -3.115172, -1.588226], [0.716119, -2.759682, -2.069464], [1.524354, -3.693603, -2.704626], [1.081382, -4.997409, -2.868704], [-0.174049, -5.365104, -2.399541], [-0.975401, -4.427437, -1.764653], [-3.129325, -1.929497, -1.486724], [-4.213400, -1.375254, -0.804375], [-5.478340, -1.335295, -1.373575], [-5.673042, -1.828264, -2.656883], [-4.594782, -2.351207, -3.358686], [-3.333183, -2.405279, -2.781527], [-2.721072, -3.520265, 0.717145], [-0.981797, -3.589550, 0.923425], [0.141544, -2.187586, 2.129804], [-0.572528, -1.876117, 3.711958], [-3.069520, 0.713611, 1.556726], [-4.952057, 1.789755, 2.757063], [-4.591570, 2.732589, 5.022655], [-2.354865, 2.571540, 6.072238], [-0.510564, 1.441746, 4.895143], [1.558822, -1.416826, 3.931839], [3.668528, -0.727911, 4.959971], [4.495536, 1.591366, 4.695702], [3.176823, 3.212170, 3.354640], [1.063971, 2.506533, 2.302788], [-4.407024, -2.953769, 1.369196], [-6.383602, -2.968558, 2.743541], [-6.319256, -2.190632, 5.109012], [-4.141567, -1.407491, 6.034073], [-2.152435, -1.376627, 4.680110], [1.042375, -1.734856, -1.936053], [2.499635, -3.396440, -3.072025], [1.709109, -5.726477, -3.368627], [-0.530804, -6.380167, -2.534066], [-1.961120, -4.716702, -1.414543], [-4.058301, -0.947254, 0.181199], [-6.303570, -0.898146, -0.822303], [-6.653728, -1.782118, -3.116485], [-4.721986, -2.696593, -4.377640], [-2.496404, -2.763347, -3.366976], [-1.836514, 0.408860, -5.492879], [-1.473406, -0.615807, -4.877116], [-1.361034, -1.707591, -5.474978], [-1.239630, -0.552097, -3.647593], [2.090189, -1.668994, 0.874289], [2.583559, -0.717497, 0.285912], [3.966481, -0.601412, 0.121107], [4.269746, 0.475580, -0.786247], [2.845541, 1.133290, -0.887952], [2.694042, 2.196201, -1.472006], [1.934932, 0.354708, -0.282638], [5.244444, 1.485714, -0.217458], [5.634939, 1.436016, 1.115429], [6.480657, 2.405645, 1.641314], [6.940022, 3.441620, 0.842747], [6.537979, 3.507104, -0.486294], [5.695408, 2.540300, -1.011059], [4.677670, -0.066581, -2.155284], [3.703210, -0.436204, -3.082015], [4.058604, -1.024807, -4.286135], [5.395564, -1.253739, -4.585303], [6.372800, -0.886082, -3.672289], [6.014663, -0.294441, -2.467311], [4.509317, -1.448131, 0.152599], [5.250830, 0.642528, 1.743084], [6.770510, 2.351616, 2.684495], [7.596932, 4.199895, 1.252647], [6.873892, 4.322868, -1.115559], [5.360495, 2.605889, -2.037786], [2.655952, -0.252614, -2.871338], [3.281265, -1.297232, -4.989385], [5.672040, -1.710124, -5.528196], [7.419655, -1.056839, -3.895774], [6.784551, -0.003751, -1.762071], [-0.487537, 2.377956, -2.476901], [-1.045108, 3.683369, -3.097969], [-2.173800, 4.199932, -2.306657], [-3.185336, 3.141098, -2.206310], [-2.603407, 1.897697, -1.484658], [-1.176650, 2.110380, -1.199321], [-1.016521, 3.268689, -0.319269], [-1.693015, 4.510221, -0.958398], [0.579781, 2.449368, -2.271762], [-0.663820, 1.519559, -3.122696], [-1.394806, 3.506371, -4.117352], [-0.282369, 4.467357, -3.134910], [-3.505879, 2.885567, -3.218459], [-4.049952, 3.545912, -1.670241], [-2.680610, 1.004093, -2.104381], [-3.114266, 1.705910, -0.537533], [0.056508, 3.422532, -0.181879], [-1.449874, 3.025972, 0.655109], [-0.993434, 5.348528, -1.027984], [-2.550277, 4.842484, -0.364317]],
  "atomic_forces_ev_per_a": [[0.18, 0.77, -0.07], [0.03, 0.03, -0.01], [-0.05, 0.01, 0.01], [0.10, -0.03, 0.02], [-0.15, -0.12, 0.27], [0.00, 0.03, 0.02], [0.05, 0.00, 0.02], [-0.03, -0.02, 0.01], [-0.01, 0.00, -0.01], [0.03, -0.01, 0.00], [-0.04, -0.06, 0.03], [0.05, 0.02, -0.09], [-0.03, 0.00, 0.02], [0.02, 0.01, 0.00], [-0.01, -0.02, 0.01], [-0.03, 0.00, -0.01], [0.04, 0.03, -0.01], [0.03, -0.03, 0.01], [-0.01, -0.02, 0.03], [0.01, -0.01, -0.02], [0.00, 0.00, 0.01], [-0.01, 0.01, -0.01], [-0.01, 0.05, -0.04], [-0.01, -0.46, -0.13], [-0.09, -0.06, -0.02], [0.02, -0.02, -0.03], [-0.01, 0.04, 0.02], [-0.01, -0.01, 0.00], [0.00, 0.00, 0.00], [0.00, 0.02, 0.01], [-0.04, 0.03, 0.06], [-0.03, 0.00, -0.01], [0.03, 0.01, 0.01], [0.00, -0.01, -0.02], [-0.01, 0.01, 0.00], [0.02, 0.04, -0.01], [0.03, -0.01, -0.05], [0.03, 0.03, 0.02], [0.02, -0.01, 0.02], [-0.05, 0.05, 0.00], [0.01, 0.01, -0.01], [0.00, 0.00, 0.00], [0.01, 0.00, 0.00], [0.00, 0.00, 0.00], [0.01, 0.01, 0.00], [0.00, 0.00, 0.00], [0.00, 0.00, 0.01], [0.00, 0.00, 0.00], [0.01, 0.00, 0.00], [0.00, -0.01, -0.01], [-0.01, 0.01, 0.00], [0.00, 0.00, 0.00], [0.00, 0.00, 0.00], [0.00, 0.00, 0.00], [-0.01, 0.01, 0.01], [-0.01, 0.01, 0.01], [0.00, 0.00, -0.01], [0.00, 0.00, 0.00], [0.00, 0.00, 0.00], [0.00, -0.01, 0.00], [0.00, -0.01, 0.01], [0.00, -0.01, 0.00], [0.00, 0.00, 0.00], [0.00, -0.01, 0.00], [0.00, -0.01, 0.00], [0.07, -0.05, 0.02], [-0.16, 0.00, 0.03], [-0.01, 0.06, 0.04], [0.08, -0.03, -0.17], [0.00, 0.04, 0.04], [-0.01, -0.03, -0.10], [0.08, 0.07, 0.16], [-0.01, -0.02, -0.06], [-0.03, 0.02, 0.13], [-0.02, 0.04, -0.01], [0.04, -0.24, 0.00], [-0.03, 0.05, 0.01], [0.02, -0.01, -0.02], [0.00, 0.00, 0.00], [0.00, 0.00, 0.01], [-0.01, -0.01, -0.01], [0.00, 0.00, 0.01], [-0.03, 0.00, 0.02], [0.00, 0.04, -0.02], [0.00, -0.01, 0.00], [0.00, 0.00, 0.00], [0.01, 0.01, 0.01], [0.00, -0.06, 0.02], [-0.03, -0.04, -0.11], [0.00, 0.00, 0.00], [0.00, 0.01, 0.00], [0.00, 0.00, 0.00], [0.00, 0.00, 0.00], [0.00, 0.00, 0.00], [0.01, -0.01, 0.00], [0.01, -0.01, 0.00], [0.00, 0.00, 0.00], [0.00, 0.00, 0.00], [0.00, 0.01, 0.01], [0.04, -0.01, 0.04], [0.00, 0.01, -0.02], [0.00, -0.01, 0.02], [0.00, 0.00, -0.01], [0.01, 0.03, -0.04], [-0.05, -0.11, -0.05], [0.03, 0.01, 0.00], [0.01, 0.00, 0.00], [0.00, 0.01, 0.01], [-0.02, 0.00, -0.02], [-0.01, 0.00, 0.00], [0.00, 0.00, 0.00], [0.01, 0.00, 0.00], [0.00, 0.00, 0.00], [-0.01, -0.01, 0.00], [0.00, 0.01, 0.01], [0.00, -0.01, 0.01], [-0.02, 0.00, 0.00], [0.00, 0.00, 0.00], [0.00, 0.00, 0.00]],
  "e_above_lowest_kj_mol": 0.00,
  "largest_force_ha_per_bohr": 0.0155,
  "total_charge": -2,
  "lumo_energy_ev": 4.10,
  "multiplicity": 1
}


{
  "formula": "C2H8NO",
  "method": "the ωB97M-V functional and the def2-TZVPD basis",
  "elements": ["O", "H", "C", "N", "C", "H", "H", "H", "H", "H", "H", "H"],
  "xyz": [[0.166039, 2.665451, -1.391654], [0.878929, 2.144024, -1.744679], [0.429797, -1.523435, -0.295647], [0.190526, -0.627930, 1.021866], [-0.873964, 0.481654, 0.859126], [0.401596, -2.607922, -0.108789], [1.402649, -1.434657, -0.943018], [-0.230579, -1.345789, -1.136704], [1.063662, -0.029322, 1.171611], [-1.763871, 0.198284, 1.440918], [-0.710227, 1.417242, 1.386498], [-0.954558, 0.662397, -0.259532]],
  "atomic_forces_ev_per_a": [[-0.57, 0.23, 0.32], [0.58, -0.36, -0.31], [1.36, 0.90, 0.00], [1.64, 0.99, -1.55], [0.02, -1.49, -1.13], [-0.29, 0.45, 0.62], [-0.97, 0.56, 1.95], [-0.99, 0.45, 0.44], [-1.30, -1.54, -0.58], [-0.32, -0.73, -0.94], [1.35, 0.14, -0.40], [-0.53, 0.41, 1.58]],
  "e_above_lowest_kj_mol": 213.54,
  "largest_force_ha_per_bohr": 0.0480,
  "total_charge": -1,
  "lumo_energy_ev": 4.09,
  "multiplicity": 1
}


{
  "formula": "C23H18AsClINSSr",
  "method": "the ωB97M-V functional and the def2-TZVPD basis",
  "elements": ["Sr", "S", "C", "C", "C", "C", "C", "C", "As", "C", "C", "C", "C", "C", "C", "C", "C", "C", "C", "C", "C", "H", "H", "H", "H", "H", "H", "H", "H", "H", "H", "H", "H", "H", "H", "Cl", "I", "C", "C", "C", "C", "C", "N", "H", "H", "H", "H"],
  "xyz": [[-0.391337, -0.053390, -0.041106], [-0.639919, -2.693799, 0.726921], [-2.038269, -3.482336, -0.015113], [-2.675617, -4.498487, 0.713957], [-3.706650, -5.244138, 0.169195], [-4.136004, -4.994345, -1.127834], [-3.539770, -3.977660, -1.852412], [-2.503707, -3.212262, -1.312163], [-1.719026, -1.737259, -2.312319], [-2.689734, -1.891472, -4.003487], [-3.979846, -1.362249, -4.040823], [-4.745471, -1.447338, -5.193561], [-4.220823, -2.049613, -6.329572], [-2.931862, -2.562733, -6.304798], [-2.165615, -2.485021, -5.145984], [-0.037182, -2.544234, -2.889514], [0.201956, -3.912859, -2.805080], [1.383909, -4.444998, -3.302923], [2.337790, -3.612550, -3.880549], [2.110919, -2.245317, -3.954493], [0.925587, -1.715471, -3.457026], [-2.330454, -4.690274, 1.721352], [-4.176493, -6.024398, 0.758024], [-4.926065, -5.586053, -1.574993], [-3.886188, -3.779889, -2.856268], [-4.388813, -0.888019, -3.157872], [-5.750728, -1.042613, -5.206583], [-4.814643, -2.111549, -7.234556], [-2.516639, -3.030855, -7.189252], [-1.166586, -2.893740, -5.143993], [-0.539232, -4.559108, -2.351702], [1.558812, -5.513938, -3.243763], [3.259859, -4.031523, -4.268567], [2.851293, -1.593373, -4.405153], [0.744843, -0.648786, -3.530165], [-2.256732, 1.538955, 0.626351], [2.888801, 1.704698, -1.175170], [3.471731, -0.308778, -0.958689], [4.741852, -0.709394, -1.325961], [5.033657, -2.058790, -1.189650], [4.059840, -2.917719, -0.707286], [2.818792, -2.402612, -0.359504], [2.531147, -1.096999, -0.481493], [5.465020, -0.002163, -1.705190], [6.012690, -2.431058, -1.469125], [4.246881, -3.978712, -0.605624], [2.023155, -3.032508, 0.022744]],
  "atomic_forces_ev_per_a": [[1.04, -0.16, -0.24], [-0.14, -0.31, -0.11], [0.05, -0.11, 0.15], [0.00, 0.03, -0.10], [0.05, 0.05, 0.06], [-0.02, -0.05, 0.00], [0.08, 0.09, 0.03], [-0.13, -0.08, -0.04], [0.09, -0.58, -0.20], [-0.11, 0.25, 0.12], [0.07, -0.01, -0.03], [-0.03, 0.00, 0.00], [0.02, 0.00, -0.04], [0.00, 0.01, 0.04], [-0.13, 0.01, -0.02], [0.03, -0.03, 0.02], [0.08, 0.04, -0.03], [0.02, 0.03, 0.02], [0.02, -0.02, 0.03], [0.02, 0.00, 0.00], [0.03, -0.11, 0.01], [0.00, -0.03, -0.01], [0.04, 0.04, -0.02], [0.02, 0.05, 0.04], [-0.01, 0.02, -0.08], [-0.06, 0.04, 0.05], [0.05, -0.01, 0.01], [0.04, -0.01, 0.05], [-0.01, 0.02, 0.02], [0.10, -0.05, 0.02], [-0.01, -0.02, 0.00], [0.00, 0.07, 0.00], [-0.06, 0.02, 0.01], [-0.04, -0.02, 0.03], [0.00, 0.09, -0.03], [-0.57, 0.64, 0.22], [-0.02, -0.04, 0.01], [-0.15, 0.25, -0.01], [0.05, -0.07, -0.03], [0.03, 0.01, -0.04], [-0.13, -0.03, 0.04], [0.14, 0.12, -0.05], [-0.33, -0.26, 0.10], [-0.02, -0.01, 0.01], [-0.06, 0.02, 0.03], [0.00, 0.05, 0.01], [-0.05, 0.05, -0.04]],
  "e_above_lowest_kj_mol": 16.22,
  "largest_force_ha_per_bohr": 0.0209,
  "lumo_energy_ev": -0.09,
  "multiplicity": 1
}